The following is a DFT calculation (ωB97M-V/def2-TZVPD) of the molecule C13H20ClNO2.

Output
- E_LUMO (eV) = 0.84
- relative energy (zero: lowest compared OMol25 entry of this formula, charge and spin) (eV) = 0.0748
- total charge = 0
- SMILES string = Cc1ccc(Cl)c(OC[C@H](O)CNC(C)C)c1
- frontier orbital gap (eV) = 9.14

Last column: Löwdin charge in e.
Cartesian coordinates (Å):
C1 1.44731 4.08137 -0.95639  -0.046
C2 1.86274 3.14984 0.14164  -0.272
C3 2.34417 3.64525 1.34536  -0.058
C4 2.72777 2.78102 2.35581  -0.103
C5 2.63873 1.41667 2.16259  -0.594
C6 2.16830 0.89165 0.95366  -0.286
C7 1.78094 1.77563 -0.04416  0.032
H1 1.38673 1.39191 -0.97199  0.102
O1 2.12460 -0.46673 0.86444  -0.085
C8 1.91228 -1.09613 -0.37727  -0.124
C9 0.44140 -1.23369 -0.82094  -0.345
O2 0.09799 -0.19439 -1.70659  -0.053
H2 -0.86857 -0.11266 -1.64173  0.084
C10 -0.53852 -1.23961 0.36514  -0.150
N1 -1.88726 -1.14361 -0.16834  -0.057
H3 -2.50028 -0.66502 0.48222  0.123
C11 -2.50949 -2.39948 -0.57719  -0.458
C12 -3.56865 -2.09225 -1.63508  -0.062
H4 -4.34244 -1.45127 -1.21865  0.077
H5 -3.11709 -1.58169 -2.48149  0.073
H6 -4.02974 -3.01141 -1.98615  0.075
C13 -3.12490 -3.16538 0.59733  -0.060
H7 -3.94128 -2.59105 1.03292  0.078
H8 -2.38075 -3.34982 1.36969  0.069
H9 -3.51584 -4.12302 0.26373  0.077
H10 -1.72747 -3.01598 -1.03299  0.134
H11 -0.34842 -0.35501 0.97613  0.131
H12 -0.36130 -2.13021 0.98294  0.129
H13 0.36011 -2.19019 -1.36453  0.138
H14 2.33016 -2.09669 -0.23677  0.135
H15 2.46427 -0.58939 -1.17656  0.139
Cl1 3.10820 0.32771 3.41980  0.703
H16 3.09908 3.15926 3.29506  0.104
H17 2.41533 4.71123 1.49954  0.110
H18 0.93616 4.95159 -0.55061  0.078
H19 0.79055 3.57906 -1.66143  0.077
H20 2.32517 4.43253 -1.49912  0.085